Formula: C20H25IN5O2RuS
Source: the OMol25 dataset
Level of theory: wB97M-V/def2-TZVPD

```
55
Properties=species:S:1:pos:R:3:forces:R:3
I 2.583 -0.288 -0.110 -0.3 0.2 0.0
Ru -0.017 -0.199 0.277 -0.7 0.5 0.7
S -0.644 0.678 2.438 0.2 0.1 -1.0
O -2.116 4.638 -2.166 0.0 -0.1 0.0
O -1.948 -0.228 -0.050 0.8 -0.1 0.2
N -5.080 1.330 -0.382 -0.3 0.1 0.1
N -0.143 -2.204 0.585 0.0 -0.2 0.2
N 0.100 1.793 -0.352 -0.1 -0.3 0.1
N 1.283 -0.552 3.845 0.0 -0.1 0.1
N -0.572 0.103 5.021 0.0 0.0 0.0
C -3.053 4.455 -1.128 0.0 0.0 0.0
C -1.604 -5.382 0.377 0.0 0.1 0.0
C -4.194 0.386 -0.191 0.3 -0.1 -0.2
C -4.622 -0.991 0.122 -0.1 0.1 0.1
C -0.943 2.427 -0.758 0.1 0.3 -0.2
C 1.358 2.474 -0.492 0.1 0.1 0.0
C 0.078 -0.002 3.881 0.1 -0.3 -0.3
C -1.903 0.666 5.261 0.0 0.0 0.0
C 3.793 2.395 -0.644 0.0 0.0 0.0
C 1.986 -1.063 5.023 0.0 0.0 0.0
C -4.681 2.570 -0.671 0.2 -0.4 0.0
C -0.196 -4.808 0.594 0.0 -0.1 0.0
C 3.835 3.773 -0.829 0.0 0.0 0.0
C 2.569 1.788 -0.469 0.0 -0.3 0.1
C 2.656 4.500 -0.803 0.1 0.0 0.0
C -3.327 2.991 -0.812 0.0 0.2 0.1
C -0.166 -3.350 0.591 0.0 -0.1 0.0
C -2.755 0.708 -0.273 -0.2 0.0 -0.1
C -2.343 2.051 -0.601 0.1 0.0 0.1
C 1.440 3.864 -0.626 -0.1 0.0 0.0
H 4.708 1.818 -0.634 0.0 0.0 0.0
H -0.085 -0.216 5.848 0.0 0.0 0.0
H -5.484 3.284 -0.827 0.0 0.0 0.0
H -5.697 -1.017 0.275 0.0 0.0 0.0
H -0.808 3.361 -1.290 -0.1 0.0 0.0
H -2.633 4.916 -0.230 0.0 0.1 0.0
H 4.788 4.266 -0.968 0.0 0.0 0.0
H -1.545 -6.465 0.449 0.0 0.0 0.0
H 1.760 -0.566 2.961 0.0 0.1 0.0
H 2.679 5.576 -0.910 0.0 0.0 0.0
H -2.299 -5.027 1.135 0.0 0.0 0.0
H -1.985 -5.126 -0.610 0.0 0.0 0.0
H 1.430 -1.878 5.487 0.0 0.0 0.0
H -3.996 4.961 -1.335 0.0 0.0 0.0
H -4.363 -1.651 -0.714 0.0 0.0 0.0
H -2.390 0.899 4.321 0.0 0.0 0.0
H -4.099 -1.373 1.000 0.0 0.0 0.0
H -1.816 1.573 5.856 0.0 0.0 0.0
H 2.951 -1.447 4.709 0.0 0.0 0.0
H 0.488 -5.149 -0.186 0.0 0.0 0.0
H -2.502 -0.059 5.807 0.0 0.0 0.0
H 0.551 4.478 -0.563 0.0 0.0 0.0
H -2.557 4.695 -3.023 0.0 0.1 0.0
H 2.156 -0.267 5.749 0.0 0.0 0.0
H 0.220 -5.143 1.547 0.0 0.1 0.0
```
Positions in Å, forces in eV/Å.

The spin multiplicity is 1. The LUMO energy (alpha / beta) is -12.68 / -12.69 eV. For the electronic energy, the calculation gives -1991.1365 Ha. Its charge is +3. The frontier orbital gap (alpha / beta) is 0.1747 / 0.1693 Eh.